The following is a quantum chemistry calculation of a structure of composition C3H2F3I3O, from the OMol25 dataset.

Its total energy is -37641.4619 eV. The LUMO energy comes out at -1.6 eV. The value obtained for the relative energy (zero: lowest compared OMol25 entry of this formula, charge and spin) is 63.3 kcal per mole. Its HOMO-LUMO gap is 7.10 eV. The largest force on an atom comes out at 0.80 eV Å⁻¹. Its spin multiplicity is 1.

Cartesian coordinates (Å):
C1 -1.744 1.358 0.160
C2 -0.625 1.010 -0.834
C3 2.042 -0.773 0.144
O1 -0.396 -0.033 -1.320
F1 -1.698 2.656 0.506
F2 -1.591 0.633 1.287
F3 0.112 2.096 -1.120
I1 2.720 -0.654 2.097
I2 0.072 -4.101 -0.334
I3 3.235 0.092 -1.290
H1 -2.735 1.132 -0.269
H2 0.607 -3.416 0.972

=====

The following is a quantum chemistry calculation of a structure of composition C3H2F4O4 at a distorted geometry, from the OMol25 dataset.

Its total energy is -22199.1632 eV. The LUMO energy comes out at 0.2 eV. Its HOMO-LUMO gap is 10.67 eV. The largest force on an atom comes out at 4.40 eV Å⁻¹. Its spin multiplicity is 1.

Cartesian coordinates (Å):
C1 -0.021 -0.640 -0.388
C2 -1.799 -0.046 -0.744
C3 -2.867 -0.364 0.278
O1 0.522 -1.373 -1.132
O2 -1.817 1.286 -0.868
O3 1.386 0.101 1.361
O4 0.215 0.089 0.623
F1 -2.026 -0.835 -1.945
F2 -3.342 -1.627 0.090
F3 -2.334 -0.254 1.509
F4 -3.902 0.474 0.273
H1 -1.224 1.562 -1.581
H2 1.153 0.345 2.268

=====

The following is a quantum chemistry calculation of a structure of composition C3H2F5O2S at a distorted geometry, from the OMol25 dataset.

Its total energy is -31658.5802 eV. The LUMO energy comes out at 3.6 eV. The value obtained for the relative energy (zero: lowest compared OMol25 entry of this formula, charge and spin) is 69.5 kcal per mole. As for the charge: -1. Its HOMO-LUMO gap is 6.35 eV. The largest force on an atom comes out at 3.80 eV Å⁻¹. Its spin multiplicity is 1.

Cartesian coordinates (Å):
C1 1.580 -0.307 -2.267
C2 -0.096 0.517 1.446
C3 -1.600 0.283 1.331
O1 0.246 -0.537 -2.459
O2 0.714 -1.588 -0.189
F1 0.379 -0.180 2.565
F2 0.088 1.862 1.712
F3 -1.952 -0.910 1.837
F4 -2.296 1.158 2.049
F5 -1.955 0.566 0.066
S1 0.578 -0.302 -0.749
H1 2.270 -1.140 -2.481
H2 2.045 0.580 -2.861

=====

The following is a quantum chemistry calculation of a structure of composition C3H2FIN2 at a distorted geometry, from the OMol25 dataset.

Its total energy is -16935.7453 eV. The LUMO energy comes out at -1.5 eV. The value obtained for the relative energy (zero: lowest compared OMol25 entry of this formula, charge and spin) is 121.8 kcal per mole. Its HOMO-LUMO gap is 6.77 eV. The largest force on an atom comes out at 5.32 eV Å⁻¹. Its spin multiplicity is 1.

Cartesian coordinates (Å):
C1 0.047 1.309 0.388
C2 0.075 -1.057 -0.660
C3 0.222 0.973 -0.901
N1 -0.204 0.230 1.193
N2 -0.174 -0.944 0.614
F1 0.673 1.528 -2.041
I1 -0.154 -2.604 1.934
H1 -0.085 2.424 0.721
H2 -0.400 -1.860 -1.247

=====

The following is a quantum chemistry calculation of a structure of composition C3H2FInLiO3 at a distorted geometry, from the OMol25 dataset.

Its total energy is -17376.6222 eV. The LUMO energy comes out at -4.2 eV. As for the charge: +1. Its HOMO-LUMO gap is 9.35 eV. The largest force on an atom comes out at 3.83 eV Å⁻¹. Its spin multiplicity is 1.

Cartesian coordinates (Å):
O1 0.822 -1.760 -0.449
C1 1.247 -0.752 -0.974
C2 -0.970 0.524 -0.155
O2 0.092 0.539 -0.919
O3 2.340 -0.247 -1.084
C3 -1.023 0.421 1.184
Li1 -0.730 -2.172 0.538
F1 -2.112 0.536 -0.864
H1 -1.987 0.463 1.689
H2 -0.092 0.469 1.748
In1 2.414 1.979 -0.712

=====

The following is a quantum chemistry calculation of the ion C3H2FN2O2S2 with charge +1 at a distorted geometry, from the OMol25 dataset.

Its total energy is -34590.9589 eV. The LUMO energy comes out at -7.3 eV. The value obtained for the relative energy (zero: lowest compared OMol25 entry of this formula, charge and spin) is 113.4 kcal per mole. As for the charge: +1. Its HOMO-LUMO gap is 7.96 eV. The largest force on an atom comes out at 10.22 eV Å⁻¹. Its spin multiplicity is 1.

Cartesian coordinates (Å):
O1 1.913 1.330 -1.279
C1 2.016 0.626 -0.120
F1 2.300 1.273 1.209
N1 1.780 -0.890 -0.157
C2 0.393 -1.065 0.481
O2 0.329 -1.223 1.805
S1 -1.119 -0.999 -0.674
N2 -2.608 -0.841 0.288
C3 -2.894 0.520 0.453
S2 -2.741 2.235 0.661
H1 1.604 -1.134 -1.176
H2 -0.973 0.168 -1.492

=====

The following is a quantum chemistry calculation of a cluster of 2 separate species, C3H2FNOS in total at a distorted geometry, from the OMol25 dataset.

Its total energy is -20227.3072 eV. The LUMO energy comes out at -2.8 eV. The value obtained for the relative energy (zero: lowest compared OMol25 entry of this formula, charge and spin) is 125.1 kcal per mole. Its HOMO-LUMO gap is 8.53 eV. The largest force on an atom comes out at 3.47 eV Å⁻¹. Its spin multiplicity is 1.

Cartesian coordinates (Å):
C1 2.943 -1.614 0.481
C2 -2.995 1.136 -0.248
C3 1.895 -1.057 0.292
N1 -3.353 0.365 0.522
O1 -0.403 -0.298 -0.827
F1 0.162 2.102 -0.186
S1 0.416 0.214 0.214
H1 3.742 -2.413 0.705
H2 -2.406 1.565 -0.953

=====

The following is a quantum chemistry calculation of a structure of composition C3H2FO2Ru at a distorted geometry, from the OMol25 dataset.

As for the expectation value of S²: 8.777. Its total energy is -12511.6531 eV. The LUMO energy (spin up / spin down) comes out at -11.2 / -14.2 eV. The value obtained for the relative energy (zero: lowest compared OMol25 entry of this formula, charge and spin) is 0.0 kcal per mole. As for the charge: +2. Its HOMO-LUMO gap (spin up / spin down) is 9.40 / 6.73 eV. The largest force on an atom comes out at 6.26 eV Å⁻¹. Its spin multiplicity is 6.

Cartesian coordinates (Å):
F1 -2.320 0.901 -0.101
O1 1.493 -0.932 -0.062
O2 -0.187 1.327 0.029
C1 0.369 -1.509 0.064
C2 -1.073 0.448 -0.186
C3 -0.871 -0.878 0.205
H1 0.356 -2.600 -0.078
H2 -1.784 -1.470 -0.001
Ru1 1.680 0.953 -0.097

=====

The following is a quantum chemistry calculation of a structure of composition C3H2FO2Tl at a distorted geometry, from the OMol25 dataset.

Its total energy is -14646.6006 eV. The LUMO energy (spin up / spin down) comes out at -0.6 / -0.6 eV. The value obtained for the relative energy (zero: lowest compared OMol25 entry of this formula, charge and spin) is 41.7 kcal per mole. Its HOMO-LUMO gap (spin up / spin down) is 8.56 / 8.56 eV. The largest force on an atom comes out at 4.55 eV Å⁻¹. Its spin multiplicity is 1.

Cartesian coordinates (Å):
O1 1.333 1.001 -1.044
C1 0.271 1.072 -0.380
O2 -0.114 2.018 0.355
C2 0.370 -1.394 -0.510
C3 -0.299 -0.303 -0.108
H1 1.442 -1.463 -0.337
H2 -0.170 -2.317 -0.729
F1 -1.090 -0.367 1.014
Tl1 -1.743 1.754 1.738

=====

The following is a quantum chemistry calculation of a structure of composition C3H2FO2Tl at a distorted geometry, from the OMol25 dataset.

Its total energy is -14643.6709 eV. The LUMO energy (spin up / spin down) comes out at -0.4 / -0.4 eV. The value obtained for the relative energy (zero: lowest compared OMol25 entry of this formula, charge and spin) is 109.2 kcal per mole. Its HOMO-LUMO gap (spin up / spin down) is 7.04 / 7.04 eV. The largest force on an atom comes out at 4.65 eV Å⁻¹. Its spin multiplicity is 1.

Cartesian coordinates (Å):
F1 -0.501 1.024 1.299
O1 0.929 -0.834 -0.053
O2 0.920 1.682 -0.681
C1 -0.456 -1.276 0.071
C2 -1.031 0.076 -0.015
C3 0.228 0.746 -0.362
H1 -0.715 -1.862 -0.830
H2 -1.864 0.298 -0.688
Tl1 2.489 0.147 1.259

=====

The following is a quantum chemistry calculation of a structure of composition C3H2FO2Yb at a distorted geometry, from the OMol25 dataset.

As for the expectation value of S²: 0.785. Its total energy is -41464.3795 eV. The LUMO energy (spin up / spin down) comes out at -10.6 / -10.6 eV. The value obtained for the relative energy (zero: lowest compared OMol25 entry of this formula, charge and spin) is 8.8 kcal per mole. As for the charge: +2. Its HOMO-LUMO gap (spin up / spin down) is 6.37 / 6.09 eV. The largest force on an atom comes out at 2.35 eV Å⁻¹. Its spin multiplicity is 2.

Cartesian coordinates (Å):
H1 -1.902 1.195 1.533
F1 -0.711 0.495 -1.678
O1 1.068 -0.556 -1.008
O2 -1.514 1.153 0.651
C1 0.038 0.027 -0.727
C2 0.057 -0.393 1.611
C3 -0.427 0.367 0.635
H2 0.947 -0.983 1.810
Yb1 2.445 -1.305 -2.826

=====

The following is a quantum chemistry calculation of a structure of composition C3H2FORu at a distorted geometry, from the OMol25 dataset.

As for the expectation value of S²: 8.780. Its total energy is -10461.8410 eV. The LUMO energy (spin up / spin down) comes out at -11.8 / -13.1 eV. As for the charge: +2. Its HOMO-LUMO gap (spin up / spin down) is 7.95 / 7.16 eV. The largest force on an atom comes out at 6.70 eV Å⁻¹. Its spin multiplicity is 6.

Cartesian coordinates (Å):
C1 1.247 -0.957 -0.199
O1 -1.032 -0.622 0.543
C2 -0.562 0.472 0.137
C3 0.836 0.333 -0.307
F1 1.981 -1.524 -1.163
H1 1.272 -1.534 0.729
H2 1.534 1.170 -0.258
Ru1 -1.375 2.280 0.746

=====

The following is a quantum chemistry calculation of an isolated molecule of C3H2FP at a distorted geometry, from the OMol25 dataset.

Its total energy is -15145.3524 eV. The LUMO energy comes out at -0.4 eV. Its SMILES is [H]/P=C/C#CF. The value obtained for the relative energy (zero: lowest compared OMol25 entry of this formula, charge and spin) is 7.2 kcal per mole. Its HOMO-LUMO gap is 8.55 eV. The largest force on an atom comes out at 2.92 eV Å⁻¹. Its spin multiplicity is 1.

Cartesian coordinates (Å):
C1 -0.152 0.457 0.580
C2 -0.286 0.939 1.665
C3 -0.046 -0.091 -0.683
F1 -0.575 1.600 2.733
P1 1.011 -1.372 -0.835
H1 -0.651 0.372 -1.357
H2 0.699 -1.906 -2.104

=====

The following is a quantum chemistry calculation of a structure of composition C3H2HgLiO3 at a distorted geometry, from the OMol25 dataset.

As for the expectation value of S²: 2.014. Its total energy is -13657.6370 eV. The LUMO energy (spin up / spin down) comes out at -4.1 / -6.4 eV. The value obtained for the relative energy (zero: lowest compared OMol25 entry of this formula, charge and spin) is 0.0 kcal per mole. As for the charge: +1. Its HOMO-LUMO gap (spin up / spin down) is 8.92 / 8.13 eV. The largest force on an atom comes out at 2.39 eV Å⁻¹. Its spin multiplicity is 3.

Cartesian coordinates (Å):
C1 -1.246 2.002 0.261
C2 -0.541 0.801 0.600
O1 0.438 0.732 1.365
Hg1 1.788 -1.159 1.107
H1 -0.778 2.963 0.476
H2 -2.286 1.951 -0.057
O2 -1.228 0.219 -1.557
C3 -0.638 -0.212 -0.536
Li1 -0.319 -1.519 -2.460
O3 0.241 -1.124 -0.595

=====

The following is a quantum chemistry calculation of a structure of composition C3H2I6O3 at a distorted geometry, from the OMol25 dataset.

Its total energy is -57883.3972 eV. The LUMO energy (spin up / spin down) comes out at -1.9 / -1.7 eV. The value obtained for the relative energy (zero: lowest compared OMol25 entry of this formula, charge and spin) is 75.0 kcal per mole. Its HOMO-LUMO gap (spin up / spin down) is 6.68 / 7.10 eV. The largest force on an atom comes out at 4.97 eV Å⁻¹. Its spin multiplicity is 1.

Cartesian coordinates (Å):
C1 -0.340 1.070 0.721
C2 0.102 0.419 -0.555
C3 0.547 -1.009 -0.526
O1 -0.710 2.316 0.651
O2 1.042 1.215 -1.219
O3 -1.347 -2.400 -0.696
I1 -1.949 -0.157 1.639
I2 -1.636 0.417 -1.910
I3 1.395 -1.835 -2.195
I4 1.450 -1.724 1.197
I5 2.756 1.789 -0.442
I6 -1.049 -3.939 0.382
H1 0.437 1.136 1.467
H2 -0.698 2.703 1.484

=====

The following is a quantum chemistry calculation of the ion C3H2IN2 with charge +1 at a distorted geometry, from the OMol25 dataset.

Its total energy is -14211.0183 eV. The LUMO energy comes out at -6.6 eV. Its SMILES is N#C[N+]1=C(I)C1. The value obtained for the relative energy (zero: lowest compared OMol25 entry of this formula, charge and spin) is 43.8 kcal per mole. As for the charge: +1. Its HOMO-LUMO gap is 9.00 eV. The largest force on an atom comes out at 4.23 eV Å⁻¹. Its spin multiplicity is 1.

Cartesian coordinates (Å):
C1 0.213 -1.596 0.204
C2 0.393 0.491 0.249
C3 -0.978 0.770 -0.305
N1 1.282 -2.031 0.154
N2 -0.465 -0.503 0.282
I1 2.320 0.682 0.452
H1 -1.659 1.267 0.438
H2 -1.106 0.921 -1.474

=====

The following is a quantum chemistry calculation of a structure of composition C3H2LiO3Yb at a distorted geometry, from the OMol25 dataset.

As for the expectation value of S²: 0.750. Its total energy is -41001.7639 eV. The LUMO energy (spin up / spin down) comes out at -8.4 / -8.4 eV. The value obtained for the relative energy (zero: lowest compared OMol25 entry of this formula, charge and spin) is 19.1 kcal per mole. As for the charge: +2. Its HOMO-LUMO gap (spin up / spin down) is 4.36 / 7.81 eV. The largest force on an atom comes out at 7.58 eV Å⁻¹. Its spin multiplicity is 2.

Cartesian coordinates (Å):
C1 -4.439 0.952 -0.546
C2 -3.197 0.597 -0.748
O1 -2.132 0.546 -1.278
Yb1 0.221 0.045 -0.949
H1 -5.249 0.273 -0.761
H2 -4.684 1.895 -0.084
O2 -4.486 -1.679 2.571
C3 -3.518 -1.580 1.973
Li1 -1.441 -2.976 3.395
O3 -2.259 -1.857 1.785

=====

The following is a quantum chemistry calculation of a structure of composition C3H2LiO3Zn at a distorted geometry, from the OMol25 dataset.

As for the expectation value of S²: 1.754. Its total energy is -57900.9068 eV. The LUMO energy (spin up / spin down) comes out at -1.2 / -1.3 eV. Its HOMO-LUMO gap (spin up / spin down) is 3.89 / 5.79 eV. The largest force on an atom comes out at 4.13 eV Å⁻¹. Its spin multiplicity is 2.

Cartesian coordinates (Å):
C1 0.286 0.557 1.431
O1 0.765 1.711 1.734
H1 0.808 0.553 -0.700
Li1 0.029 2.364 3.200
C2 0.302 0.052 0.127
O2 -0.826 -0.721 -0.233
C3 -0.957 -1.207 -1.459
O3 -0.111 -0.876 -2.335
Zn1 -1.416 -1.994 -3.158
H2 1.121 -0.438 1.393

=====

The following is a quantum chemistry calculation of an isolated molecule of C3H2N2 at a distorted geometry, from the OMol25 dataset.

Its total energy is -6120.6626 eV. The LUMO energy comes out at 0.3 eV. Its SMILES is N#CCC#N. The value obtained for the relative energy (zero: lowest compared OMol25 entry of this formula, charge and spin) is 42.0 kcal per mole. Its HOMO-LUMO gap is 12.16 eV. The largest force on an atom comes out at 9.49 eV Å⁻¹. Its spin multiplicity is 1.

Cartesian coordinates (Å):
C1 -0.926 0.238 -1.533
C2 0.375 -0.229 0.700
C3 0.282 0.207 -0.866
N1 -1.964 0.233 -2.155
N2 0.530 -0.389 1.884
H1 0.221 1.158 -0.494
H2 1.340 0.001 -1.224

=====

The following is a quantum chemistry calculation of an isolated molecule of C3H2N2 at a distorted geometry, from the OMol25 dataset.

As for the expectation value of S²: 2.006. Its total energy is -6113.9401 eV. The LUMO energy (spin up / spin down) comes out at 1.1 / -2.6 eV. The value obtained for the relative energy (zero: lowest compared OMol25 entry of this formula, charge and spin) is 77.7 kcal per mole. Its HOMO-LUMO gap (spin up / spin down) is 7.53 / 9.04 eV. The largest force on an atom comes out at 10.35 eV Å⁻¹. Its spin multiplicity is 3.

Cartesian coordinates (Å):
C1 0.822 -0.493 0.374
C2 -2.389 -0.309 -0.479
C3 0.955 0.649 -0.179
N1 -1.395 0.050 0.023
N2 -0.248 0.442 0.673
H1 0.996 -1.540 0.614
H2 1.259 1.201 -1.028